a.
The ion C3H10N5 with charge +1, computed with ωB97M-V/def2-TZVPD.

Positions of all 18 atoms, in Å:
1 C 1.30 -1.51 0.74
2 C 1.70 0.28 -0.93
3 C -0.85 1.12 -0.13
4 N 0.23 -2.21 -0.02
5 N -0.76 -1.67 -0.33
6 N -0.03 0.29 0.63
7 N -2.25 0.84 0.52
8 N 1.15 -0.12 0.37
9 H 0.95 -1.58 1.81
10 H 2.20 -1.91 0.33
11 H 2.75 0.30 -0.93
12 H 1.31 -0.27 -1.89
13 H 1.50 1.34 -1.09
14 H -0.99 0.87 -1.24
15 H -0.67 2.10 0.09
16 H -2.23 -0.17 0.84
17 H -2.96 0.93 -0.12
18 H -2.34 1.37 1.37

Computed properties:
Total charge: +1
Highest occupied orbital energy (alpha / beta): -11.95 / -11.99 eV
Orbital gap (alpha / beta): 0.30928 / 0.31798 hartree

---

b.
A cluster of 3 separate species, C3H10N5 in total, computed with ωB97M-V/def2-TZVPD.

Positions of all 18 atoms, in Å:
1 C 2.32 0.29 -0.01
2 C 3.48 0.44 0.89
3 C -2.16 1.65 0.01
4 N 1.37 1.14 -0.17
5 N 0.49 1.84 -0.21
6 N -0.85 -0.29 0.32
7 N -1.06 0.78 0.19
8 N -2.03 -1.90 -0.88
9 H 2.39 -0.43 -0.81
10 H 4.35 0.86 0.42
11 H 3.87 -0.55 1.33
12 H 3.15 1.12 1.74
13 H -2.99 1.04 -0.31
14 H -2.33 1.72 1.17
15 H -1.88 2.53 -0.59
16 H -2.94 -1.97 -0.60
17 H -1.64 -2.87 -0.81
18 H -1.97 -1.56 -1.81

Computed properties:
Total charge: +1
Highest occupied orbital energy (alpha / beta): -12.57 / -12.57 eV
Orbital gap (alpha / beta): 0.29654 / 0.29657 hartree

---

Which is less stable than every other structure shown? b is.